(1)
# C20H27KN7O9P2S2

A structure of composition C20H27KN7O9P2S2 at a distorted geometry (ωB97M-V/def2-TZVPD, the Open Molecules 2025 dataset).

CARTESIAN COORDINATES (ANGSTROEM)
K (9.64, 10.89, 10.43)
C (5.86, 7.76, 10.46)
C (7.09, 7.21, 11.18)
C (7.50, 7.85, 12.39)
C (8.60, 7.39, 13.10)
C (9.24, 6.24, 12.64)
C (8.86, 5.58, 11.49)
C (7.83, 6.12, 10.70)
H (5.92, 8.88, 10.61)
H (4.87, 7.30, 10.81)
H (5.94, 7.52, 9.38)
H (6.90, 8.71, 12.69)
H (9.00, 7.93, 13.90)
H (10.06, 5.84, 13.21)
H (9.40, 4.70, 11.17)
H (7.56, 5.69, 9.76)
C (12.13, 7.18, 7.01)
C (11.51, 8.23, 7.88)
O (11.98, 9.48, 7.40)
P (11.84, 7.83, 9.64)
O (13.40, 7.37, 9.61)
O (11.09, 6.53, 9.87)
O (11.57, 8.98, 10.55)
P (9.62, 8.19, 7.72)
O (9.40, 7.97, 6.12)
O (9.03, 9.47, 8.19)
O (9.22, 6.89, 8.43)
H (13.20, 7.14, 7.21)
H (11.93, 7.42, 5.97)
H (11.70, 6.15, 7.11)
H (11.67, 10.28, 7.93)
H (13.93, 8.02, 10.08)
H (10.07, 6.67, 9.31)
H (8.91, 8.73, 5.78)
N (10.41, 17.29, 4.15)
C (10.62, 16.29, 5.08)
C (11.88, 16.19, 5.74)
C (12.06, 15.21, 6.74)
C (10.99, 14.42, 7.20)
C (9.76, 14.45, 6.48)
C (9.65, 15.28, 5.33)
S (11.25, 13.63, 8.74)
O (11.64, 12.24, 8.42)
O (12.19, 14.40, 9.51)
N (9.82, 13.44, 9.39)
C (9.28, 14.19, 10.33)
S (10.07, 15.63, 11.07)
C (8.62, 15.93, 11.87)
C (7.69, 14.91, 11.71)
N (8.05, 13.98, 10.84)
H (10.87, 18.20, 4.28)
H (9.42, 17.37, 3.88)
H (12.72, 16.85, 5.39)
H (12.99, 15.08, 7.29)
H (8.91, 13.83, 6.84)
H (8.78, 15.17, 4.67)
H (8.49, 16.86, 12.37)
H (6.74, 14.86, 12.22)
N (13.52, 13.35, 11.94)
C (13.00, 12.11, 12.00)
N (12.81, 11.43, 10.90)
N (12.68, 11.62, 13.22)
C (11.60, 10.94, 13.23)
N (10.64, 10.27, 13.36)
H (13.52, 13.79, 11.01)
H (13.31, 13.92, 12.74)
H (12.90, 11.85, 9.96)
H (12.56, 10.40, 10.93)

The charge is -1. As for the molar mass: 674.7 g mol⁻¹. The HOMO-LUMO gap is 7.2 eV. Its relative energy (zero: lowest compared OMol25 entry of this formula, charge and spin) is 0.144 eV. The calculation puts the lowest unoccupied orbital energy at 2.2 eV.

(2)
# C2H3N3

An isolated molecule of C2H3N3 at a distorted geometry (ωB97M-V/def2-TZVPD, the Open Molecules 2025 dataset).

CARTESIAN COORDINATES (ANGSTROEM)
C (0.49, -0.13, -0.84)
N (0.28, -0.94, 0.48)
C (1.50, -0.33, -0.04)
N (2.75, -0.79, -0.28)
N (2.82, 0.30, 0.38)
H (0.43, -1.02, -1.51)
H (-0.18, 0.75, -1.57)
H (-0.36, -0.41, 1.10)

As for the molar mass: 69.1 g mol⁻¹. The HOMO-LUMO gap is 10.0 eV. Its relative energy (zero: lowest compared OMol25 entry of this formula, charge and spin) is 5.885 eV. The calculation puts the lowest unoccupied orbital energy at 0.1 eV. Its structure (SMILES) is C1NC12N=N2.

(3)
# C3H10N3

The ion C3H10N3 with charge +1 at a distorted geometry (ωB97M-V/def2-TZVPD, the Open Molecules 2025 dataset).

CARTESIAN COORDINATES (ANGSTROEM)
C (1.09, -1.44, -0.32)
N (0.48, -0.56, 0.73)
N (-0.11, 0.54, 0.22)
C (0.60, 1.80, 0.13)
C (-1.32, 0.37, -0.16)
N (-2.00, -0.73, 0.11)
H (0.64, -1.43, -1.30)
H (2.15, -1.23, -0.38)
H (0.92, -2.38, 0.06)
H (1.39, -0.19, 1.26)
H (1.42, 1.85, -0.62)
H (-0.04, 2.65, -0.23)
H (1.11, 2.11, 1.02)
H (-1.91, 1.28, -0.34)
H (-2.88, -0.97, -0.41)
H (-1.54, -1.67, 0.24)

The charge is +1. As for the molar mass: 88.1 g mol⁻¹. The HOMO-LUMO gap is 10.7 eV. Its relative energy (zero: lowest compared OMol25 entry of this formula, charge and spin) is 3.043 eV. The calculation puts the lowest unoccupied orbital energy at -3.5 eV. Its structure (SMILES) is CN/[N+](C)=C\N.

(4)
# CH3I2P

A structure of composition CH3I2P at a distorted geometry (ωB97M-V/def2-TZVPD, the Open Molecules 2025 dataset).

CARTESIAN COORDINATES (ANGSTROEM)
C (0.09, -1.13, -0.19)
P (0.54, 1.08, 0.76)
I (1.13, 2.48, -1.11)
I (-1.63, 1.76, 1.36)
H (0.97, -1.70, 0.00)
H (-0.28, -0.90, -1.15)
H (-0.83, -1.60, 0.33)

As for the molar mass: 299.8 g mol⁻¹. The HOMO-LUMO gap is 8.1 eV. Its relative energy (zero: lowest compared OMol25 entry of this formula, charge and spin) is 1.839 eV. The calculation puts the lowest unoccupied orbital energy at -0.5 eV.

(5)
# C25H24Cl2FN3PdSb

A structure of composition C25H24Cl2FN3PdSb (ωB97M-V/def2-TZVPD, the Open Molecules 2025 dataset).

CARTESIAN COORDINATES (ANGSTROEM)
Pd (-0.29, 0.54, 0.14)
C (2.92, 2.34, -0.31)
C (3.20, 0.87, -0.22)
C (4.08, 0.22, -1.08)
C (4.23, -1.15, -0.98)
C (3.46, -1.84, -0.05)
C (2.58, -1.11, 0.75)
N (2.47, 0.21, 0.68)
Sb (1.29, -2.20, 2.06)
C (0.33, -0.60, 3.11)
C (0.22, -0.81, 4.48)
C (-0.32, 0.18, 5.29)
C (-0.67, 1.37, 4.71)
C (-0.52, 1.53, 3.33)
C (-0.83, 2.85, 2.69)
N (-0.07, 0.55, 2.54)
C (-0.27, -2.68, 0.68)
C (-0.11, -3.71, -0.23)
C (-1.10, -3.93, -1.17)
C (-2.22, -3.12, -1.15)
C (-2.32, -2.13, -0.18)
C (-3.46, -1.15, -0.17)
N (-1.36, -1.90, 0.72)
H (3.49, 2.82, -1.10)
H (1.84, 2.45, -0.50)
H (3.13, 2.83, 0.64)
H (4.63, 0.79, -1.82)
H (4.91, -1.68, -1.63)
H (3.54, -2.91, 0.05)
H (0.56, -1.75, 4.90)
H (-0.42, 0.02, 6.36)
H (-1.05, 2.20, 5.30)
H (-0.69, 3.67, 3.40)
H (-0.20, 2.99, 1.82)
H (-1.86, 2.87, 2.34)
H (0.79, -4.32, -0.22)
H (-0.99, -4.71, -1.92)
H (-3.01, -3.24, -1.88)
H (-4.35, -1.55, -0.66)
H (-3.69, -0.85, 0.85)
H (-3.11, -0.25, -0.69)
F (0.30, -1.10, -5.86)
C (0.15, -0.68, -4.56)
C (-0.68, 0.38, -4.28)
C (-0.82, 0.78, -2.96)
C (-0.17, 0.18, -1.86)
C (0.68, -0.89, -2.25)
C (0.85, -1.33, -3.56)
H (-1.20, 0.88, -5.09)
H (-1.48, 1.63, -2.77)
H (1.25, -1.41, -1.49)
H (1.50, -2.15, -3.81)
Cl (-2.47, 5.53, 0.04)
C (-3.16, 3.96, -0.53)
Cl (-2.02, 2.57, -0.37)
H (-3.44, 4.13, -1.57)
H (-4.05, 3.81, 0.07)

The charge is -1. As for the molar mass: 684.6 g mol⁻¹. The HOMO-LUMO gap is 4.6 eV. Its relative energy (zero: lowest compared OMol25 entry of this formula, charge and spin) is 0.784 eV. The calculation puts the lowest unoccupied orbital energy at 2.8 eV.

(6)
# C22H17BF10N2O3S2SiTa

A structure of composition C22H17BF10N2O3S2SiTa at a distorted geometry (ωB97M-V/def2-TZVPD, the Open Molecules 2025 dataset).

CARTESIAN COORDINATES (ANGSTROEM)
Ta (0.29, 0.12, 0.11)
F (-1.89, 3.71, 5.86)
C (-1.74, 3.32, 4.61)
C (-0.95, 2.23, 4.31)
F (-0.34, 1.56, 5.28)
C (-0.80, 1.85, 3.00)
F (-0.01, 0.79, 2.73)
C (-1.41, 2.50, 1.95)
S (-1.23, 2.07, 0.25)
C (-2.20, 3.60, 2.27)
F (-2.82, 4.27, 1.31)
C (-2.36, 4.01, 3.58)
F (-3.10, 5.08, 3.86)
C (-3.24, -0.13, -1.30)
Si (-2.81, -1.07, 0.25)
C (-3.12, -2.86, -0.15)
C (-3.79, -0.26, 1.63)
N (-1.06, -1.04, 0.90)
C (-0.85, -1.89, 2.02)
C (-1.81, -2.59, 2.75)
C (-1.44, -3.45, 3.77)
C (-0.11, -3.64, 4.11)
C (0.87, -2.91, 3.44)
C (0.44, -2.07, 2.45)
F (1.38, -1.30, 1.77)
H (-4.24, -0.48, -1.58)
H (-2.57, -0.35, -2.14)
H (-3.28, 0.94, -1.16)
H (-4.18, -3.10, -0.02)
H (-2.54, -3.56, 0.46)
H (-2.86, -3.03, -1.19)
H (-4.10, 0.74, 1.31)
H (-3.23, -0.16, 2.56)
H (-4.70, -0.83, 1.84)
H (-2.87, -2.48, 2.53)
H (-2.21, -3.99, 4.31)
H (0.18, -4.33, 4.89)
H (1.92, -2.98, 3.68)
O (2.11, -1.12, -2.86)
C (2.61, -0.48, -1.99)
N (2.19, -0.54, -0.61)
S (2.96, 0.57, 0.28)
O (3.73, 0.12, 1.38)
O (1.74, 1.38, 0.72)
C (3.93, 1.27, -0.99)
C (4.91, 2.25, -0.90)
C (5.64, 2.49, -2.06)
C (5.38, 1.79, -3.24)
C (4.39, 0.81, -3.29)
C (3.68, 0.55, -2.14)
H (5.11, 2.78, 0.02)
H (6.42, 3.24, -2.04)
H (5.97, 2.00, -4.12)
H (4.18, 0.26, -4.20)
F (-1.02, 2.08, -3.00)
B (0.24, 1.71, -3.04)
F (-0.32, -0.22, -1.61)
F (0.79, 1.20, -4.12)
F (1.01, 1.93, -1.95)

The charge is +1. As for the molar mass: 831.3 g mol⁻¹. The HOMO-LUMO gap is 7.1 eV. Its relative energy (zero: lowest compared OMol25 entry of this formula, charge and spin) is 0.000 eV. The calculation puts the lowest unoccupied orbital energy at -4.3 eV.

(7)
# C31H52CsN2OPS3Se4

A structure of composition C31H52CsN2OPS3Se4 (ωB97M-V/def2-TZVPD, the Open Molecules 2025 dataset).

CARTESIAN COORDINATES (ANGSTROEM)
Cs (1.35, 1.47, 0.25)
C (-2.66, -1.10, 2.79)
C (-4.03, -0.89, 2.16)
S (-4.06, 0.27, 0.76)
C (-4.88, -0.75, -0.50)
C (-4.20, -2.05, -0.91)
S (-2.52, -1.82, -1.55)
C (-1.56, -3.02, -0.58)
C (-1.70, -2.98, 0.94)
S (-1.26, -1.39, 1.69)
H (-2.73, -1.93, 3.50)
H (-2.38, -0.21, 3.36)
H (-4.69, -0.47, 2.93)
H (-4.46, -1.83, 1.81)
H (-4.96, -0.09, -1.37)
H (-5.90, -0.97, -0.17)
H (-4.80, -2.54, -1.69)
H (-4.15, -2.74, -0.07)
H (-0.53, -2.78, -0.85)
H (-1.78, -4.03, -0.94)
H (-1.04, -3.75, 1.34)
H (-2.72, -3.23, 1.25)
Se (2.54, 1.43, 4.83)
Se (0.45, 2.01, 5.64)
Se (-0.82, 2.00, 3.62)
Se (-3.04, 2.28, 4.22)
C (5.24, 0.12, -4.06)
C (5.51, -0.03, -2.71)
C (4.64, 0.49, -1.75)
C (3.45, 1.19, -2.06)
C (3.23, 1.31, -3.45)
C (4.09, 0.80, -4.43)
H (5.92, -0.28, -4.81)
H (6.41, -0.56, -2.39)
H (4.91, 0.34, -0.71)
H (2.34, 1.83, -3.81)
H (3.86, 0.93, -5.49)
C (0.49, 4.48, -3.47)
C (-0.96, 4.65, -2.99)
C (-1.85, 5.04, -4.17)
P (-1.38, 3.16, -1.93)
C (-2.20, 1.88, -3.00)
C (-1.24, 1.37, -4.08)
C (-3.58, 2.18, -3.58)
C (-2.79, 3.70, -0.83)
C (-2.22, 3.99, 0.56)
C (-3.67, 4.86, -1.30)
H (0.84, 5.41, -3.93)
H (0.56, 3.70, -4.23)
H (1.17, 4.22, -2.66)
H (-0.96, 5.46, -2.26)
H (-1.88, 4.24, -4.91)
H (-1.42, 5.92, -4.66)
H (-2.86, 5.28, -3.87)
H (-2.32, 1.08, -2.27)
H (-1.22, 2.03, -4.95)
H (-1.55, 0.38, -4.43)
H (-0.22, 1.27, -3.70)
H (-3.60, 3.07, -4.20)
H (-4.33, 2.31, -2.79)
H (-3.91, 1.34, -4.20)
H (-3.42, 2.81, -0.74)
H (-1.43, 4.76, 0.52)
H (-1.78, 3.10, 1.02)
H (-2.99, 4.34, 1.25)
H (-3.08, 5.77, -1.43)
H (-4.43, 5.06, -0.55)
H (-4.18, 4.64, -2.24)
C (1.00, -2.24, 4.66)
C (2.49, -2.25, 4.32)
N (3.04, -3.60, 4.12)
C (3.49, -4.25, 5.35)
C (4.90, -3.82, 5.73)
C (3.22, -4.26, 2.97)
O (3.74, -5.38, 2.94)
C (2.89, -3.63, 1.63)
C (3.64, -4.10, 0.55)
C (3.41, -3.60, -0.72)
C (2.42, -2.65, -0.89)
N (1.67, -2.22, 0.12)
C (1.91, -2.69, 1.34)
H (0.66, -1.20, 4.74)
H (0.83, -2.72, 5.63)
H (0.40, -2.76, 3.91)
H (3.02, -1.79, 5.15)
H (2.71, -1.61, 3.47)
H (3.46, -5.33, 5.19)
H (2.78, -4.00, 6.14)
H (5.60, -4.11, 4.95)
H (5.20, -4.29, 6.67)
H (4.96, -2.74, 5.86)
H (4.39, -4.85, 0.73)
H (4.00, -3.93, -1.57)
H (2.22, -2.21, -1.86)
H (1.25, -2.30, 2.10)

The charge is -2. As for the molar mass: 1044.7 g mol⁻¹. The HOMO-LUMO gap is 3.9 eV. Its relative energy (zero: lowest compared OMol25 entry of this formula, charge and spin) is 0.225 eV. The calculation puts the lowest unoccupied orbital energy at 3.4 eV.

(8)
# CH3BrCl2Si

A cluster of 2 separate species, CH3BrCl2Si in total at a distorted geometry (ωB97M-V/def2-TZVPD, the Open Molecules 2025 dataset).

CARTESIAN COORDINATES (ANGSTROEM)
C (1.45, 0.51, -0.51)
Si (-1.22, -0.23, 0.60)
Cl (-1.93, -1.87, -0.37)
Cl (-2.51, 1.32, 0.28)
Br (2.77, -0.54, 0.23)
H (0.93, -0.02, -1.34)
H (1.72, 1.57, -0.84)
H (-1.21, -0.74, 1.94)

As for the molar mass: 193.9 g mol⁻¹. The HOMO-LUMO gap (alpha / beta) is 7.6 / 7.4 eV. Its relative energy (zero: lowest compared OMol25 entry of this formula, charge and spin) is 3.182 eV. The calculation puts the lowest unoccupied orbital energy (alpha / beta) at -1.1 / -0.9 eV.